(a)
The following is a quantum chemistry calculation of a 3-piece molecular cluster, C4H13NO2 overall, from the Open Molecules 2025 dataset.

```
20
Properties=species:S:1:pos:R:3:nbo_charge:R:1
C 0.62 -1.39 -0.51 -0.6982
C 0.51 -0.38 -1.59 0.2494
C -0.39 0.68 -1.52 0.1145
N -1.51 0.61 -0.79 -0.6681
C 1.45 -0.39 -2.73 -0.6960
H 0.34 -2.38 -0.87 0.2783
H -0.02 -1.16 0.33 0.2386
H 1.65 -1.42 -0.18 0.2853
H -0.24 1.65 -1.97 0.2390
H -2.25 1.25 -1.08 0.4284
H -1.95 -0.31 -0.81 0.4194
H 2.48 -0.21 -2.44 0.2857
H 1.15 0.30 -3.49 0.2428
H 1.51 -1.38 -3.18 0.2773
H 0.01 2.41 1.21 0.4662
H -1.11 1.38 1.31 0.4580
O -0.52 1.91 1.85 -0.9212
H -0.08 -0.72 4.70 0.4853
H -0.01 -0.56 3.14 0.4659
O 0.04 -1.18 3.86 -0.9506
```

HOMO (spin up / spin down) ... -13.824 / -13.824 eV
Total charge ... +1
Gap between HOMO and LUMO (spin up / spin down) ... 9.45 / 6.47 eV
Multiplicity ... 2

=====

(b)
The following is a quantum chemistry calculation of a 2-piece molecular cluster, C4H13NO2 overall, from the Open Molecules 2025 dataset.

```
20
Properties=species:S:1:pos:R:3:nbo_charge:R:1
C 0.25 -0.40 0.64 -0.2609
N 0.02 -0.69 -0.81 -0.1683
C -1.20 -0.14 -1.36 0.0157
O -1.32 1.32 -1.33 -0.6186
C 0.89 0.96 0.96 -0.3937
C 0.01 1.82 1.87 -0.5954
H 0.91 -1.23 1.01 0.2781
H -0.67 -0.50 1.11 0.2283
H 0.83 -0.38 -1.35 0.4142
H -1.29 -0.50 -2.39 0.2205
H -2.01 -0.49 -0.78 0.2140
H -0.87 1.68 -2.05 0.4872
H 1.85 0.84 1.42 0.2433
H 1.05 1.51 0.03 0.2177
H -0.16 1.28 2.80 0.2185
H -0.96 2.00 1.41 0.2237
H 0.55 2.72 2.13 0.2501
H 0.71 -3.99 -0.84 0.4825
H 0.46 -2.53 -1.06 0.4303
O 0.95 -3.28 -1.41 -0.8873
```

HOMO (spin up / spin down) ... -15.574 / -15.527 eV
Total charge ... +1
Gap between HOMO and LUMO (spin up / spin down) ... 12.34 / 6.28 eV
Multiplicity ... 2

=====

(c)
The following is a quantum chemistry calculation of a 2-piece molecular cluster, C4H13NO2 overall, from the Open Molecules 2025 dataset.

```
20
Properties=species:S:1:pos:R:3:nbo_charge:R:1
C -2.09 0.09 -0.73 -0.4799
N -0.92 0.01 0.11 -0.1203
C 0.54 -0.05 0.03 -0.2791
C 1.15 -0.97 1.23 -0.4047
C 0.97 0.05 2.42 -0.0896
O -0.40 -0.13 2.93 -0.7169
H -2.59 1.07 -0.58 0.2790
H -2.85 -0.64 -0.41 0.2810
H -1.93 -0.05 -1.80 0.2552
H -1.21 0.33 1.04 0.4223
H 1.00 0.91 -0.17 0.2726
H 0.66 -0.73 -0.82 0.2361
H 2.17 -1.13 0.91 0.2609
H 0.52 -1.86 1.29 0.2224
H 1.59 -0.11 3.31 0.2140
H 1.04 1.07 2.10 0.1841
H -0.50 -1.07 2.76 0.4623
H 0.78 1.63 -4.51 0.4687
H 0.26 0.69 -5.62 0.4789
O 0.87 0.76 -4.89 -0.9470
```

HOMO (spin up / spin down) ... -14.241 / -14.241 eV
Total charge ... +1
Gap between HOMO and LUMO (spin up / spin down) ... 11.26 / 6.79 eV
Multiplicity ... 2

=====

(a) wins, 134.5 kJ/mol ahead of the next structure.

=====

(a)
The following is a quantum chemistry calculation of a 2-piece molecular cluster, C4H13NO2 overall, from the Open Molecules 2025 dataset.

```
20
Properties=species:S:1:pos:R:3:nbo_charge:R:1
C 0.82 0.43 1.88 -0.6299
C 0.82 0.35 0.34 -0.0794
C -0.17 -0.81 -0.16 -0.1415
O 0.67 -1.83 -0.79 -0.0173
C -0.04 -2.61 -1.82 -0.3224
N 0.35 1.64 -0.04 -0.8094
H 1.53 -0.21 2.40 0.2343
H -0.19 0.43 2.29 0.2286
H 1.18 1.42 2.15 0.2276
H 1.87 0.14 0.13 0.2093
H -0.91 -0.27 -0.75 0.2511
H -0.74 -1.35 0.60 0.2948
H 0.69 -3.18 -2.40 0.2683
H -0.84 -2.12 -2.37 0.2564
H -0.57 -3.42 -1.32 0.2906
H 1.08 2.25 0.28 0.4000
H 0.38 1.53 -1.05 0.3605
O -2.22 2.57 0.52 -0.9551
H -2.33 2.95 -0.35 0.4634
H -1.39 2.09 0.47 0.4701
```

HOMO (spin up / spin down) ... -13.720 / -13.716 eV
Total charge ... +1
Gap between HOMO and LUMO (spin up / spin down) ... 10.41 / 4.04 eV
Multiplicity ... 2

=====

(b)
The following is a quantum chemistry calculation of a 3-piece molecular cluster, C4H13NO2 overall, from the Open Molecules 2025 dataset.

```
20
Properties=species:S:1:pos:R:3:nbo_charge:R:1
C -1.50 -1.67 -0.25 -0.2014
C -0.30 -1.00 0.37 -0.5269
C 0.88 -1.47 -0.37 0.1464
C 1.38 -0.78 -1.45 -0.0745
N -2.74 -1.37 0.49 -0.7914
H -1.54 -1.31 -1.31 0.1759
H -1.41 -2.74 -0.22 0.2177
H -0.32 0.13 0.36 0.2512
H -0.39 -1.25 1.45 0.3018
H 1.20 -2.50 -0.10 0.2598
H 1.35 0.34 -1.48 0.2482
H 1.95 -1.16 -2.30 0.2493
H -3.56 -1.67 -0.01 0.3820
H -2.88 -0.35 0.44 0.3572
H 0.85 1.87 -2.89 0.4508
H 0.57 3.33 -2.91 0.4924
O 0.61 2.59 -2.29 -0.9396
H 2.04 1.62 3.15 0.4742
H 1.07 2.92 2.86 0.4818
O 1.60 2.41 3.48 -0.9551
```

HOMO (spin up / spin down) ... -13.834 / -13.763 eV
Total charge ... +1
Gap between HOMO and LUMO (spin up / spin down) ... 8.25 / 4.62 eV
Multiplicity ... 2

=====

(c)
The following is a quantum chemistry calculation of a 2-piece molecular cluster, C4H13NO2 overall, from the Open Molecules 2025 dataset.

```
20
Properties=species:S:1:pos:R:3:nbo_charge:R:1
C -0.39 -1.58 -0.41 -0.6083
C -1.62 -0.59 0.04 -0.0777
C -1.01 0.65 0.75 0.0990
C -0.04 0.36 1.90 -0.6755
O -0.28 1.53 -0.04 -0.6107
N -2.34 -0.19 -1.20 -0.4031
H 0.03 -1.01 -1.34 0.2340
H 0.05 -2.11 0.47 0.2871
H -0.86 -2.42 -0.91 0.2351
H -2.24 -1.11 0.72 0.2399
H -1.91 1.23 1.10 0.2376
H 0.82 1.00 1.97 0.2655
H -0.45 0.11 2.91 0.2534
H 0.56 -0.50 1.73 0.2220
H 0.56 0.99 -0.28 0.4778
H -1.82 -0.45 -2.05 0.4108
H -3.18 -0.78 -1.06 0.4129
H 4.45 1.01 -1.94 0.4818
H 5.17 2.29 -1.15 0.5039
O 4.49 1.56 -1.21 -0.9854
```

HOMO (spin up / spin down) ... -13.839 / -13.839 eV
Total charge ... +1
Gap between HOMO and LUMO (spin up / spin down) ... 10.53 / 4.84 eV
Multiplicity ... 2

=====

(b) wins, 22.4 kJ/mol ahead of the next structure.

=====

(a)
The following is a quantum chemistry calculation of a 2-piece molecular cluster, C3H8O3 overall, from the Open Molecules 2025 dataset.

```
14
Properties=species:S:1:pos:R:3:nbo_charge:R:1
C 0.00 0.00 0.00 -0.6138
C -0.27 1.54 -0.17 -0.5260
C 0.55 2.13 -1.34 0.8042
O 1.32 1.56 -2.06 -0.5726
O 0.23 3.44 -1.40 -0.7287
H 1.06 -0.28 0.13 0.2222
H -0.47 -0.71 -0.70 0.2227
H -0.51 -0.08 0.97 0.1988
H -1.33 1.62 -0.48 0.2203
H -0.13 2.20 0.72 0.2170
H -0.42 3.81 -0.74 0.5183
O -1.33 4.56 0.52 -0.9468
H -1.83 4.00 1.16 0.4906
H -0.82 5.19 1.09 0.4939
```

SMILES string ... CCC(=O)O.O
HOMO ... -9.968 eV
Gap between HOMO and LUMO ... 10.03 eV

=====

(b)
The following is a quantum chemistry calculation of a 2-piece molecular cluster, C3H8O3 overall, from the Open Molecules 2025 dataset.

```
14
Properties=species:S:1:pos:R:3:nbo_charge:R:1
C -2.29 1.01 0.12 -0.7280
C -1.49 -0.25 0.01 0.8176
O -0.34 -0.44 -0.18 -0.6200
O -2.36 -1.24 0.13 -0.6711
H -1.68 1.82 -0.20 0.2335
H -3.17 0.89 -0.49 0.2413
H -2.64 1.25 1.14 0.2501
H -1.89 -2.05 0.06 0.4888
C 2.94 -0.08 -0.29 -0.2492
O 2.05 -0.19 0.79 -0.7433
H 3.69 0.61 0.08 0.1751
H 3.49 -1.02 -0.54 0.1572
H 2.41 0.43 -1.15 0.1608
H 1.27 -0.73 0.52 0.4870
```

SMILES string ... CC(=O)O.CO
HOMO ... -9.562 eV
Gap between HOMO and LUMO ... 10.16 eV

=====

(a) wins, 30.1 kJ/mol ahead of the next structure.

=====

(a)
The following is a quantum chemistry calculation of a 2-piece molecular cluster, C3H8O3 overall, from the Open Molecules 2025 dataset.

```
14
Properties=species:S:1:pos:R:3:nbo_charge:R:1
C -0.98 -1.18 -1.04 -0.7312
C 0.35 -1.10 -1.71 0.7875
O 0.96 -0.11 -1.98 -0.5900
O 0.84 -2.32 -1.99 -0.6861
H -1.73 -1.56 -1.73 0.2439
H -1.36 -0.20 -0.77 0.2395
H -0.91 -1.85 -0.18 0.2403
H 1.69 -2.19 -2.43 0.4956
C 0.12 1.42 1.83 -0.2469
O 0.43 2.80 1.81 -0.7182
H 0.40 0.99 0.87 0.1870
H 0.68 0.90 2.62 0.1601
H -0.94 1.26 1.99 0.1550
H 0.47 3.13 2.71 0.4632
```

SMILES string ... CC(=O)O.CO
HOMO ... -10.357 eV
Gap between HOMO and LUMO ... 11.10 eV

=====

(b)
The following is a quantum chemistry calculation of a 2-piece molecular cluster, C3H8O3 overall, from the Open Molecules 2025 dataset.

```
14
Properties=species:S:1:pos:R:3:nbo_charge:R:1
O -0.53 -2.63 -1.21 -0.5624
C -0.31 -1.98 -0.16 0.6288
O -1.33 -1.71 0.76 -0.7035
H 0.65 -1.78 0.12 0.1353
H -2.01 -2.41 0.66 0.5032
C -0.36 1.88 0.86 -0.6387
C 0.62 1.79 -0.36 -0.0807
O 1.89 2.28 -0.01 -0.7118
H 0.37 1.88 1.67 0.2227
H -1.05 2.69 0.93 0.2119
H -1.01 0.88 0.78 0.2069
H 0.19 2.52 -1.13 0.1554
H 0.46 0.78 -0.83 0.1625
H 2.49 1.72 -0.51 0.4703
```

SMILES string ... O=CO.CCO
HOMO ... -10.132 eV
Gap between HOMO and LUMO ... 10.77 eV

=====

(a) wins, 135.3 kJ/mol ahead of the next structure.